[1]
Density functional theory data (wB97M-V/def2-TZVPD) for a structure of composition C14H32NO3P2SiV at a distorted geometry.

Last column: Mulliken charge in e.
CARTESIAN COORDINATES (ANGSTROEM)
V1 0.224 0.327 -0.303  0.581
P1 0.425 0.469 -2.627  1.582
C1 -0.528 -1.023 -3.124  -1.293
C2 -1.061 -1.841 -1.973  0.379
N1 -0.788 -1.478 -0.707  0.448
C3 -1.134 -2.288 0.313  0.690
C4 -1.729 -3.520 0.078  -0.765
C5 -2.048 -3.907 -1.218  -0.619
C6 -1.762 -3.012 -2.249  -0.758
C7 -0.703 -1.884 1.721  -1.211
P2 -1.369 -0.408 2.563  0.738
H1 -2.001 -3.233 -3.279  0.545
H2 -1.943 -4.164 0.924  0.484
H3 -2.502 -4.867 -1.426  0.502
H4 -1.027 -2.697 2.395  0.678
H5 0.405 -1.834 1.785  0.509
H6 -1.340 -0.699 -3.773  0.549
H7 0.208 -1.643 -3.671  0.521
H8 -5.095 0.022 -1.133  0.272
O1 -5.604 0.708 -1.574  -0.569
H9 -5.117 0.935 -2.376  0.307
H10 -1.591 0.819 1.883  0.023
O2 -0.690 1.815 0.437  -0.540
H11 -1.270 2.544 0.152  0.196
C8 -3.029 -0.744 3.134  -1.190
H12 -3.091 -1.741 3.579  0.427
H13 -3.314 0.035 3.851  0.421
H14 -3.710 -0.663 2.278  0.424
C9 -0.222 -0.022 3.880  -1.231
H15 -0.052 1.061 3.897  0.399
H16 -0.660 -0.349 4.831  0.491
H17 0.740 -0.520 3.707  0.386
C10 1.950 0.265 -3.573  -1.241
H18 1.795 0.563 -4.619  0.439
H19 2.739 0.881 -3.121  0.372
H20 2.244 -0.793 -3.523  0.489
C11 -0.483 1.896 -3.283  -1.362
H21 0.185 2.768 -3.273  0.406
H22 -0.827 1.710 -4.306  0.491
H23 -1.346 2.132 -2.644  0.395
C12 2.596 2.067 2.782  -1.068
Si1 2.895 1.370 1.063  0.242
C13 2.765 2.859 -0.084  -1.099
C14 4.551 0.536 0.878  -1.020
O3 1.762 0.235 0.736  -0.570
H24 3.457 2.668 3.101  0.414
H25 2.437 1.289 3.533  0.342
H26 1.718 2.729 2.798  0.312
H27 3.561 3.576 0.151  0.433
H28 2.866 2.595 -1.142  0.325
H29 1.812 3.395 0.038  0.307
H30 4.584 -0.386 1.469  0.338
H31 4.742 0.270 -0.169  0.328
H32 5.376 1.179 1.210  0.354

Results
net charge	+3
energy relative to the best compared isomer or geometry (same formula, charge and spin)	0.0	kcal per mole
gap between HOMO and LUMO (spin up / spin down)	5.712 / 6.436	eV
multiplicity	2

[2]
Density functional theory data (wB97M-V/def2-TZVPD) for a cluster of 3 separate species, C14H32O7P in total at a distorted geometry.

Last column: Mulliken charge in e.
CARTESIAN COORDINATES (ANGSTROEM)
C1 4.016 1.284 -1.648  -0.721
C2 2.812 0.972 -1.142  -0.429
P1 1.501 2.353 -0.794  0.720
C3 0.322 3.851 -0.490  -1.538
C4 0.069 1.244 -1.456  -1.183
C5 -1.236 1.295 -0.662  -0.226
C6 -2.300 2.225 -1.232  -0.529
O1 -3.582 1.573 -1.206  -0.525
H1 4.756 0.517 -1.849  0.266
H2 4.219 2.329 -1.865  0.333
H3 2.603 -0.073 -0.912  0.206
H4 1.247 1.818 0.562  -0.538
H5 2.616 3.168 -0.262  0.051
H6 1.769 2.901 -2.148  0.014
H7 0.942 4.726 -0.292  0.526
H8 -0.369 3.720 0.346  0.291
H9 -0.259 4.078 -1.388  0.374
H10 0.434 0.219 -1.410  0.202
H11 -0.086 1.458 -2.515  0.405
H12 -1.698 0.305 -0.661  0.340
H13 -1.043 1.532 0.383  0.155
H14 -2.026 2.498 -2.249  0.368
H15 -2.363 3.142 -0.648  0.200
H16 -4.112 1.911 -1.926  0.289
C7 -1.325 -5.880 -3.361  -1.081
C8 -0.755 -4.669 -2.651  -0.205
O2 -1.313 -3.446 -3.142  -0.349
C9 -2.535 -3.154 -2.696  0.772
O3 -3.174 -3.802 -1.906  -0.569
O4 -2.890 -1.985 -3.215  -0.328
C10 -4.175 -1.515 -2.803  -0.596
H17 -1.192 -5.786 -4.439  0.285
H18 -0.819 -6.785 -3.023  0.350
H19 -2.390 -5.987 -3.160  0.309
H20 0.312 -4.586 -2.846  0.306
H21 -0.896 -4.730 -1.572  0.312
H22 -4.250 -1.479 -1.719  0.307
H23 -4.957 -2.151 -3.218  0.339
H24 -4.274 -0.510 -3.199  0.149
C11 2.575 -1.500 5.538  -1.083
C12 1.185 -1.166 5.035  -0.193
O5 0.878 0.223 5.184  -0.384
C13 1.439 1.022 4.263  0.741
O6 2.128 0.664 3.351  -0.536
O7 1.068 2.273 4.527  -0.354
C14 1.617 3.253 3.633  -0.341
H25 2.692 -1.176 6.574  0.281
H26 2.745 -2.576 5.486  0.347
H27 3.336 -1.003 4.940  0.320
H28 0.435 -1.685 5.630  0.286
H29 1.055 -1.461 3.994  0.317
H30 1.387 3.031 2.592  0.039
H31 2.696 3.318 3.769  0.282
H32 1.167 4.204 3.903  0.226

Results
net charge	-1
gap between HOMO and LUMO	6.022	eV

[3]
Density functional theory data (wB97M-V/def2-TZVPD) for a structure of composition C14H33ClIN3OP3Ti at a distorted geometry.

Last column: Mulliken charge in e.
CARTESIAN COORDINATES (ANGSTROEM)
C1 0.012 1.684 -5.528  -0.851
C2 0.019 2.007 -4.149  0.791
H1 0.018 2.653 -6.090  0.401
H2 -0.891 1.086 -5.788  0.394
H3 0.909 1.073 -5.793  0.394
O1 0.023 2.527 -3.106  -0.116
I1 -0.025 -2.410 -3.670  -0.023
Ti1 -0.010 -1.219 -1.379  -0.879
P1 2.174 0.022 -1.409  1.226
C3 2.739 1.604 -0.698  -1.040
C4 3.320 -1.122 -0.556  -1.100
H4 4.345 -0.810 -0.796  0.462
H5 3.988 0.353 -2.923  0.479
H6 3.156 -2.149 -0.900  0.399
H7 2.782 -0.823 -3.566  0.408
H8 2.504 1.666 0.376  0.223
H9 3.173 -1.079 0.530  0.219
C5 2.917 0.138 -3.058  -0.959
H10 3.830 1.696 -0.847  0.448
H11 2.427 0.940 -3.632  0.150
H12 2.276 2.447 -1.225  0.380
P2 -2.176 0.053 -1.407  1.224
C6 -2.719 1.641 -0.691  -1.044
C7 -2.921 0.183 -3.054  -0.961
H13 -3.190 -2.105 -0.901  0.399
H14 -4.358 -0.749 -0.790  0.461
H15 -3.188 -1.039 0.532  0.220
C8 -3.337 -1.077 -0.554  -1.102
H16 -2.801 -0.779 -3.564  0.407
H17 -3.989 0.413 -2.917  0.480
H18 -3.808 1.751 -0.844  0.448
H19 -2.241 2.478 -1.214  0.380
H20 -2.421 0.978 -3.627  0.154
H21 -2.487 1.697 0.384  0.225
Cl1 -0.023 -3.349 -0.435  -0.332
C9 1.235 -1.248 4.203  -0.931
N1 1.238 0.191 3.863  0.167
C10 0.005 0.812 4.416  -0.920
N2 -1.222 0.212 3.874  0.174
C11 -1.245 -1.231 4.203  -0.938
N3 -0.014 -1.942 3.752  0.176
C12 -0.013 -2.070 2.291  -1.407
P3 -0.001 -0.416 1.427  1.679
C13 1.388 0.420 2.449  -1.249
C14 -1.377 0.438 2.448  -1.235
H22 1.365 -1.318 5.294  0.283
H23 2.094 -1.720 3.707  0.412
H24 0.016 1.877 4.162  0.399
H25 0.007 0.682 5.514  0.336
H26 -2.115 -1.691 3.710  0.410
H27 -1.376 -1.297 5.293  0.287
H28 0.882 -2.611 1.961  0.554
H29 -0.916 -2.598 1.962  0.557
H30 1.331 1.498 2.246  0.509
H31 2.367 0.041 2.130  0.439
H32 -2.367 0.074 2.132  0.429
H33 -1.307 1.516 2.248  0.507

Results
net charge	+3
energy relative to the best compared isomer or geometry (same formula, charge and spin)	34.5	kcal per mole
gap between HOMO and LUMO	4.788	eV

[4]
Density functional theory data (wB97M-V/def2-TZVPD) for a structure of composition C14H33GeN2O2S5Si3Ti at a distorted geometry.

Last column: Mulliken charge in e.
CARTESIAN COORDINATES (ANGSTROEM)
Ti1 1.145 0.617 -0.991  -0.629
S1 7.102 -2.072 2.213  -0.255
C1 5.794 -1.420 1.476  0.131
S2 4.794 -0.192 2.188  -0.077
C2 3.652 -0.023 0.860  -0.034
C3 3.878 -0.803 -0.220  0.335
S3 2.910 -0.840 -1.659  -0.635
S4 5.265 -1.875 -0.115  -0.093
S5 2.353 1.119 1.042  -0.472
C4 -0.531 5.293 -2.153  -0.876
O1 -0.504 4.247 -1.170  -0.282
C5 0.402 3.287 -1.293  0.299
O2 0.156 2.141 -0.901  0.141
N1 1.581 3.542 -1.972  -0.218
N2 2.455 2.428 -1.900  -0.498
H1 -1.574 5.564 -2.289  0.285
H2 -0.119 4.953 -3.101  0.391
H3 0.015 6.166 -1.793  0.301
H4 1.996 4.443 -1.769  0.254
H5 3.000 2.421 -1.035  0.234
H6 3.079 2.423 -2.695  0.261
C6 0.625 -3.655 -1.513  -1.069
Si1 -0.564 -2.185 -1.563  0.433
C7 -0.101 -0.987 -2.997  -0.846
C8 -2.324 -2.818 -1.866  -1.131
Ge1 -0.393 -0.783 0.399  0.493
Si2 -0.100 -1.517 2.676  0.788
C9 -1.573 -2.596 3.170  -1.056
C10 1.498 -2.508 2.788  -0.706
C11 -0.070 0.028 3.763  -0.997
Si3 -2.300 0.705 0.203  0.656
C12 -2.740 1.143 -1.598  -0.977
C13 -3.837 -0.215 0.836  -1.173
C14 -2.089 2.239 1.300  -1.247
H7 0.237 -4.493 -2.097  0.382
H8 0.765 -3.999 -0.486  0.279
H9 1.602 -3.377 -1.904  0.284
H10 0.656 -1.427 -3.644  0.515
H11 0.328 -0.056 -2.597  0.170
H12 -0.958 -0.701 -3.607  0.411
H13 -2.374 -3.403 -2.787  0.404
H14 -3.039 -1.997 -1.940  0.239
H15 -2.640 -3.462 -1.042  0.299
H16 -1.604 -3.516 2.583  0.291
H17 -2.513 -2.063 3.010  0.233
H18 -1.517 -2.870 4.226  0.382
H19 1.519 -3.305 2.042  0.256
H20 1.632 -2.965 3.772  0.414
H21 2.355 -1.858 2.611  0.033
H22 -1.077 0.437 3.880  0.275
H23 0.558 0.793 3.309  0.259
H24 0.325 -0.182 4.760  0.414
H25 -3.238 0.303 -2.086  0.268
H26 -1.869 1.415 -2.191  0.076
H27 -3.432 1.990 -1.617  0.446
H28 -3.961 -1.179 0.339  0.290
H29 -4.734 0.383 0.652  0.381
H30 -3.768 -0.397 1.911  0.266
H31 -1.035 2.489 1.424  0.197
H32 -2.514 2.060 2.289  0.373
H33 -2.590 3.108 0.868  0.433

Results
energy relative to the best compared isomer or geometry (same formula, charge and spin)	33.9	kcal per mole
gap between HOMO and LUMO (spin up / spin down)	6.050 / 5.069	eV
multiplicity	4

It is found that the energy values, taken in the order of the records, are -2748.4000; -1420.5563; -3423.1600; -6599.0903 a.u..